ORCA calculation (the ωB97M-V functional and the def2-TZVPD basis) on 13 unconnected molecules or ions with the total composition C4H34O13 at a distorted geometry.

## Properties
M = 290.30 g mol⁻¹
energy relative to the best compared isomer or geometry (same formula, charge and spin) = 62.6 kcal per mole
total charge = 0
maximum force = 6.7 eV/Å
HOMO level = -0.388 Eh
energy = -1150.79069 a.u.
spin multiplicity = 1

Geometry as XYZ:
```
51
C4H34O13 the ωB97M-V functional and the def2-TZVPD basis
C 3.8165 0.9898 0.7444
C 2.3698 0.8532 0.6250
C 1.8277 0.7936 -0.7780
C 0.2551 0.5931 -0.6071
O 2.5360 -0.3804 -1.4366
H 4.0692 1.9597 0.2417
H 4.3420 0.1050 0.4798
H 4.2103 1.0334 1.8774
H 2.0677 0.0225 1.2472
H 1.9172 1.7398 1.1555
H 2.3567 1.6242 -1.3643
H -0.0254 1.1241 0.3706
H -0.0793 1.1767 -1.4767
H 0.0102 -0.4114 -0.7660
H 3.4622 -0.0300 -1.7907
H -2.5081 -0.3528 -2.8765
H -0.8397 -0.4018 -3.1455
O -1.7667 -0.1091 -3.5426
H -1.5724 -1.4947 2.4610
H -1.8915 -0.5924 3.7357
O -2.3448 -0.9604 2.8945
H -3.3403 -0.5025 -0.7208
H -3.6552 -1.4558 -1.7941
O -3.7362 -0.5771 -1.5504
H -1.7504 0.9021 0.6669
H -2.6167 -0.3234 1.2589
O -2.1858 0.0345 0.4639
H -0.7287 -3.0383 0.8603
H -0.2983 -1.5967 0.6615
O -0.6763 -2.1977 1.2412
H -1.5996 1.6226 -2.9871
H -2.4073 2.5460 -2.1754
O -1.6190 2.6115 -2.6575
H 0.3109 -3.3015 -0.9633
H -0.3449 -4.3965 -1.8788
O -0.3193 -4.0787 -1.0615
H 2.1284 -1.8418 -0.6706
H 1.6813 -2.5209 0.6885
O 1.5935 -2.4826 -0.1870
H 0.6525 3.3053 1.4830
H 0.7656 3.6557 2.9905
O 0.5661 2.9289 2.4400
H -3.0523 -3.4317 -0.6050
H -1.8247 -2.6650 -0.4258
O -2.5581 -2.6962 -1.0103
H 0.3356 4.1683 -0.8054
H -0.4135 2.9496 -0.5152
O 0.2485 3.5022 -0.1985
H 0.6866 1.2277 2.6967
H 1.4514 0.0355 3.4591
O 0.4937 0.3345 3.2476
```


ORCA calculation (the ωB97M-V functional and the def2-TZVPD basis) on a gas-phase ion, C4H4PS (charge -1) at a distorted geometry.

## Properties
M = 115.12 g mol⁻¹
energy relative to the best compared isomer or geometry (same formula, charge and spin) = 0.0 kcal per mole
structure (SMILES) = [S-]P1=CC=CC=1
total charge = -1
maximum force = 3.2 eV/Å
HOMO level = -0.096 Eh
energy = -894.37023 a.u.
spin multiplicity = 1

Geometry as XYZ:
```
10
C4H4PS the ωB97M-V functional and the def2-TZVPD basis
C -0.3462 -0.7109 -0.0365
C -0.2142 0.7228 -0.0324
C 0.7606 -1.4095 0.1949
C 1.0149 1.2229 0.1782
P 2.2386 0.0155 0.7608
S 3.7759 -0.0403 -0.4791
H -1.3182 -1.1436 -0.2644
H -1.0793 1.3468 -0.2298
H 0.8803 -2.4731 0.2884
H 1.2237 2.2853 0.1706
```


ORCA calculation (the ωB97M-V functional and the def2-TZVPD basis) on a molecular structure, Cl2Na3O8 at a distorted geometry.

## Properties
M = 267.87 g mol⁻¹
energy relative to the best compared isomer or geometry (same formula, charge and spin) = 0.0 kcal per mole
total charge = +1
maximum force = 8.7 eV/Å
HOMO level = -0.430 Eh
energy = -2008.52314 a.u.
spin multiplicity = 1

Geometry as XYZ:
```
13
Cl2Na3O8 the ωB97M-V functional and the def2-TZVPD basis
Na -1.7634 -1.5192 1.7973
Na 2.0891 0.5713 0.3757
Na 3.2528 -1.2262 -3.2514
Cl 0.4318 -1.7350 -1.3604
O 0.6023 -1.4132 -2.8060
O -0.2996 -3.0017 -1.2065
O 1.7608 -1.9162 -0.8646
O -0.3047 -0.7324 -0.6320
Cl -1.2058 2.1777 1.5842
O -1.9019 3.2930 1.1861
O -0.4145 1.8556 0.5292
O -0.2432 2.5767 2.5681
O -2.0038 1.0696 2.0802
```


ORCA calculation (the ωB97M-V functional and the def2-TZVPD basis) on C17H26N2OS in the gas phase.

## Properties
M = 306.47 g mol⁻¹
energy relative to the best compared isomer or geometry (same formula, charge and spin) = 8.5 kcal per mole
structure (SMILES) = CC(C)CN1CCC(=O)N(CCSc2ccccc2)CC1
total charge = 0
maximum force = 0.5 eV/Å
HOMO level = -0.302 Eh
energy = -1246.32689 a.u.
spin multiplicity = 1

Geometry as XYZ:
```
47
C17H26N2OS the ωB97M-V functional and the def2-TZVPD basis
C 4.9631 1.1131 0.1010
H 5.2745 1.1466 -0.9409
H 4.9678 0.0782 0.4315
H 5.6805 1.6763 0.6929
C 3.5624 1.6960 0.2545
C 3.5038 3.1251 -0.2772
H 2.5114 3.5498 -0.1404
H 3.7419 3.1447 -1.3387
H 4.2203 3.7541 0.2456
H 3.3071 1.7079 1.3191
C 2.5416 0.8151 -0.4830
N 2.5228 -0.5298 0.0662
C 1.6419 -0.7096 1.1943
H 1.8215 0.1126 1.8906
C 0.1324 -0.7593 0.8783
N -0.3062 -2.0523 0.3976
C 0.1135 -2.6016 -0.7730
O -0.2520 -3.7034 -1.1331
C 1.0856 -1.7810 -1.5954
H 0.6533 -0.8058 -1.8275
H 1.2293 -2.3240 -2.5302
C 2.4482 -1.6012 -0.8983
H 3.2144 -1.4154 -1.6549
H 2.7090 -2.5327 -0.3853
C -1.3305 -2.7433 1.1472
C -2.6618 -1.9928 1.1468
H -3.4369 -2.6144 1.5953
H -2.5857 -1.0500 1.6876
S -3.1409 -1.5815 -0.5751
C -3.9470 -0.0161 -0.3721
C -4.6687 0.3209 0.7654
C -5.2769 1.5612 0.8491
C -5.1881 2.4607 -0.1991
C -4.4883 2.1131 -1.3438
C -3.8668 0.8828 -1.4311
H -3.3158 0.6026 -2.3160
H -4.4205 2.8062 -2.1692
H -5.6674 3.4254 -0.1273
H -5.8329 1.8190 1.7387
H -4.7721 -0.3801 1.5796
H -1.4547 -3.7170 0.6664
H -1.0047 -2.8918 2.1837
H -0.4103 -0.5516 1.8017
H -0.1278 0.0252 0.1579
H 1.9200 -1.6437 1.6930
H 2.8336 0.7598 -1.5338
H 1.5560 1.3022 -0.4389
```